Run i
The following is a quantum chemistry calculation of an isolated ion of composition C5H9N4O and charge +1, from OMol25.

Computed properties:
E_LUMO = -3.887 eV
Charge = +1
Orbital gap = 10.23 eV
SMILES = C[C@]([NH3+])(O)c1ncncn1
HOMO level = -14.12 eV

Last column: Löwdin charge in e.
Atoms and positions in Å:
C1 -0.4743 0.2352 2.1847  0.04
C2 -0.9834 0.1713 0.7468  -0.38
N1 -1.1029 1.4909 0.0401  0.25
O1 -2.1247 -0.5700 0.5122  0.07
C3 0.3362 -0.3814 -0.3398  -0.23
N2 0.8335 -1.5644 -0.2827  0.16
C4 1.8177 -1.8110 -1.1620  -0.09
N3 2.1606 -0.9487 -2.1270  0.15
C5 1.4846 0.1592 -2.1507  -0.13
N4 0.6180 0.5564 -1.2100  0.10
H1 -1.0423 -0.5011 2.6142  0.07
H2 0.5830 0.0560 2.2164  0.10
H3 -0.8672 1.1264 2.7002  0.11
H4 -1.7140 2.0514 0.5271  0.15
H5 -0.1749 1.8184 -0.2497  0.15
H6 -1.4853 1.4125 -0.8169  0.12
H7 -1.9949 -1.5060 0.4994  0.12
H8 2.3308 -2.7300 -0.8991  0.13
H9 1.7998 0.9348 -2.8033  0.12

***

Run ii
The following is a quantum chemistry calculation of an isolated ion of composition C5H9N4O and charge +1, from OMol25.

Computed properties:
E_LUMO = -3.123 eV
Charge = +1
Orbital gap = 10.80 eV
SMILES = [H]/N=C/N[C@H]1C=NC[NH+]=C1O
HOMO level = -13.92 eV

Last column: Löwdin charge in e.
Atoms and positions in Å:
H1 -2.0496 -0.6254 1.5652  0.11
N1 -1.3127 -0.2330 1.0147  0.14
C1 -1.6260 0.9259 0.5446  -0.20
N2 -1.0937 1.3967 -0.5852  0.11
C2 -0.0160 0.5057 -1.1455  -0.14
C3 1.2542 1.1483 -0.7422  -0.10
N3 1.9630 0.7869 0.2232  0.09
C4 1.7657 -0.4282 0.9336  -0.18
N4 0.9415 -1.3877 0.1741  0.09
C5 -0.1175 -0.8403 -0.4680  -0.39
O1 -1.0049 -1.5780 -1.0775  0.12
H2 -2.6072 1.3429 0.9756  0.18
H3 -0.9938 2.3686 -0.8534  0.16
H4 -0.2171 0.4864 -2.2088  0.17
H5 1.3101 2.1798 -1.0034  0.12
H6 2.7036 -1.0631 1.3149  0.18
H7 1.1466 -0.0001 1.8275  0.15
H8 0.8532 -2.3685 0.4423  0.17
H9 -0.8994 -2.6167 -0.9317  0.22

***

Result of the stability comparison: run i is the most stable of them.